Density functional theory data (ωB97M-V/def2-TZVPD) for a cluster of 9 separate species, C53H58N3O14 in total at a distorted geometry.

Last column: Löwdin charge in e.
Positions of all 128 atoms, in Å:
H (-5.59509, 6.40142, -0.98705)  0.08
C (6.76591, -3.01658, -1.31305)  -0.02
H (-1.17909, 2.82542, 2.75895)  0.06
C (-5.16109, 0.59642, -4.05805)  -0.33
O (4.71691, -2.75258, -2.52405)  0.07
C (-2.38209, 1.19342, -3.64605)  -0.35
C (5.13991, -4.80858, -1.29005)  0.05
H (8.62391, -5.41558, 1.13495)  0.13
H (4.17591, 6.40142, 1.23995)  0.04
C (-2.80109, 0.06842, -4.25005)  -0.01
C (1.44491, -6.06958, 0.57995)  0.02
C (-1.01809, -4.06358, 4.53495)  -0.06
C (7.73191, -3.90958, -0.58905)  0.04
H (-3.45809, 5.57642, 4.34295)  0.08
C (4.31891, 5.85642, 0.42395)  0.04
C (-3.32709, 2.04842, -3.09005)  0.05
H (2.29791, 4.75642, 0.78195)  0.12
C (-4.16409, -0.27558, -4.57405)  0.07
C (1.95091, -2.13158, 0.37895)  -0.08
H (1.69491, -6.08058, -4.99705)  0.05
O (1.26391, -0.21358, -3.65105)  0.03
C (6.02391, -5.68658, -0.66205)  0.00
C (-3.58309, 6.26142, -0.27905)  -0.38
C (-0.03709, -3.73258, -4.09205)  0.00
H (-3.06509, 5.34142, 6.47195)  0.06
O (6.67991, 6.35942, 0.12195)  0.02
C (0.64691, 0.94242, 1.61295)  0.09
H (-4.28609, 4.42242, 2.29595)  0.12
H (0.31891, -6.73658, 2.29295)  0.08
H (0.52591, 0.29542, -3.32805)  0.05
H (-1.71009, 6.24342, 0.49595)  0.12
H (1.60391, 3.14842, -1.29605)  0.09
H (-0.96709, -4.21958, -4.10705)  0.11
C (-1.10409, 1.13042, 0.15295)  0.01
C (-4.89709, 1.75642, -3.38705)  0.06
O (0.90691, -5.72858, -4.77205)  0.08
H (2.23191, -0.32858, -0.83305)  0.13
H (-5.05809, 0.63742, 1.88195)  0.18
C (5.57391, 5.64142, -0.22805)  -0.28
H (-5.45409, 2.47242, -2.76505)  0.11
H (-2.50309, 7.93442, 2.37695)  0.10
O (-6.51809, 0.41042, -4.30105)  0.03
H (2.89491, -2.72558, -0.14405)  0.14
C (1.95891, -0.60758, 0.22395)  -0.19
C (-2.20609, -1.62858, 4.36095)  -0.19
C (-0.94509, 2.93842, 1.79195)  -0.01
C (0.59491, -7.02258, -1.50305)  0.02
H (2.90991, -0.18458, 0.89095)  0.18
C (-2.69309, 6.71742, 0.55695)  -0.03
C (0.50591, -6.95858, 1.29695)  -0.02
H (1.92491, -5.35258, 1.28195)  0.12
C (1.22191, -1.55658, -3.85305)  -0.36
C (3.46791, 3.82842, -0.93505)  -0.38
C (-4.50609, 1.74542, 4.58895)  0.01
O (-4.83709, 1.63242, 2.13795)  -0.07
O (-4.66809, 9.08542, 2.73395)  0.00
H (3.16691, -4.10158, -5.18605)  0.10
H (-5.46309, 9.72442, 2.52195)  0.17
H (-6.97409, 1.17142, -4.58805)  0.08
H (7.11991, -2.12158, -1.53205)  0.05
C (-0.31409, 0.15942, -0.22605)  -0.03
H (6.06891, -6.60658, -0.43005)  0.05
H (-3.84909, -2.33558, 5.51995)  0.09
C (3.19191, 4.88042, 0.01095)  0.03
C (-3.14309, 7.66942, 1.57795)  0.00
O (-1.09709, 1.55342, -3.32705)  0.01
O (2.51791, 2.92042, -1.20005)  0.03
C (7.28291, -5.25758, -0.26005)  -0.35
C (-2.91709, -2.62358, 5.05895)  -0.05
H (8.65491, -3.32558, -0.21505)  0.13
C (1.08591, -4.39658, -4.54205)  -0.40
O (-3.10009, 4.46342, 6.72095)  0.09
H (-4.48409, -1.19558, -5.01605)  0.12
H (1.00291, -2.57658, -0.16705)  0.11
H (-3.25609, 2.89742, -2.44105)  0.06
C (0.06991, -2.33458, -3.65905)  0.00
C (2.28191, -2.24158, -4.47805)  0.03
H (1.24891, -4.76058, -2.32805)  0.11
H (-0.76609, -1.95358, -3.08905)  0.09
C (-4.15509, 3.74242, 3.22095)  0.00
H (-3.86209, 2.09342, 6.73895)  0.10
C (-0.13409, -7.94058, -0.71505)  -0.01
O (-0.92409, -8.85658, 1.46495)  -0.05
H (0.43691, -3.19958, 3.20095)  0.09
C (-3.79609, 4.57842, 4.40295)  0.03
H (4.21991, -5.27258, -1.53005)  0.08
H (-0.46509, -8.75158, -1.27005)  0.09
H (-0.41109, -0.37058, -1.02005)  0.07
C (5.60191, -3.50058, -1.83005)  -0.30
C (-5.45009, 7.60042, 0.88295)  0.06
H (7.29391, 6.38142, -0.66405)  0.13
H (-1.16409, 2.46542, -2.96005)  0.12
H (-2.10309, -0.47258, -4.60605)  0.04
H (1.92291, -2.48458, 1.35795)  0.02
H (-1.94509, 1.24442, -0.41905)  0.11
C (1.33791, -6.06258, -0.75905)  -0.36
N (-0.59609, 1.61742, 1.38795)  -0.03
C (-0.17509, -7.93058, 0.68995)  -0.33
O (8.06891, -5.96058, 0.54095)  0.05
C (-3.98809, 2.54742, 5.78695)  0.02
H (-0.06209, 3.52142, 1.68495)  0.08
O (1.81491, -5.04358, -1.52605)  -0.03
H (-1.72809, 3.51042, 1.19495)  0.13
H (-6.47809, 8.01442, 0.97695)  0.11
C (-4.43609, 8.11442, 1.78695)  -0.35
C (-4.51409, 2.35142, 3.32995)  -0.32
H (-1.60209, -9.55658, 0.91195)  0.21
H (-2.69109, -4.84958, 5.59995)  0.11
C (-4.95609, 6.64542, -0.19905)  0.05
C (5.74091, 4.54342, -1.24005)  0.01
H (-0.43409, -4.95758, 4.67395)  0.09
N (0.71091, -0.01858, 0.67595)  -0.03
C (-3.62809, 3.85342, 5.65095)  -0.37
O (-3.24709, 5.12642, -0.99505)  -0.01
H (-2.76809, -0.58358, 4.19795)  0.12
H (-2.41409, 4.77142, -1.31405)  0.09
C (4.70191, 3.72142, -1.49505)  -0.07
H (4.82091, 3.06342, -2.30105)  0.11
H (6.72191, 4.34642, -1.60105)  0.10
H (0.60391, -6.81458, -2.57305)  0.11
H (5.10091, -1.97258, -2.60905)  0.02
N (-1.01909, -1.74758, 3.77195)  0.02
H (1.33891, 1.10042, 2.41595)  0.17
C (-2.29909, -3.92858, 5.13995)  -0.04
C (-0.42809, -2.95958, 3.83095)  -0.14
H (3.45691, -1.72058, -4.70305)  0.19
H (-4.60009, 0.67642, 4.58395)  0.08
C (2.25891, -3.74658, -4.78805)  0.03

As for the charge: +1. The calculation puts the energy relative to the best compared isomer or geometry (same formula, charge and spin) at 1.1866 eV. The calculation puts the orbital gap at 6.441 eV. The calculation puts the HOMO energy at -9.465 eV.